C15H50N10O15 | ωB97M-V/def2-TZVPD

Its SMILES is NC(N)=O.NC(N)=O.NC(N)=O.NC(N)=O.NC(N)=O.OCCO.OCCO.OCCO.OCCO.OCCO. Its strongest force on any atom is 3.41 eV/Å. As for the energy above the lowest of the compared OMol25 structures with the same formula, charge and spin: 31.7 kcal per mole. The HOMO energy comes out at -9.14 eV.

Atoms and positions in Å:
1 N 1.3355 -3.9505 -1.3693
2 C 2.3418 -3.4491 -0.5537
3 N 3.6732 -3.5460 -1.1519
4 O 2.1654 -2.8341 0.5193
5 H 0.4015 -3.8687 -0.9868
6 H 1.4363 -4.3489 -2.2815
7 H 3.8812 -4.4250 -1.6244
8 H 4.4849 -3.3142 -0.5826
9 N 1.5461 -2.4285 3.5979
10 C 2.7674 -1.6703 3.9708
11 N 3.6517 -1.5371 2.8841
12 O 2.9349 -1.2975 5.1291
13 H 1.5655 -2.9977 2.7611
14 H 1.0423 -2.8632 4.3695
15 H 3.3009 -1.6987 1.9488
16 H 4.4593 -0.9422 2.9045
17 N -2.2246 -3.0071 2.7563
18 C -1.5217 -4.1908 2.3900
19 N -0.9068 -4.0978 1.1096
20 O -1.4993 -5.1794 3.1223
21 H -2.4234 -2.4257 1.9644
22 H -3.0321 -3.1153 3.3333
23 H -0.0932 -4.6750 0.9989
24 H -0.7801 -3.1429 0.7781
25 N 0.5827 -0.5508 -5.2376
26 C 1.4595 -0.6514 -4.0916
27 N 2.2267 -1.8213 -4.0287
28 O 1.4340 0.2841 -3.2519
29 H 0.2635 -1.3376 -5.7899
30 H -0.0053 0.2732 -5.2873
31 H 2.4699 -2.3944 -4.8116
32 H 2.8604 -1.9654 -3.2309
33 N 0.5432 -0.3841 -0.3517
34 C -0.8397 -0.5364 -0.5288
35 N -1.3973 0.4041 -1.4076
36 O -1.4137 -1.4327 0.0843
37 H 1.0007 0.3234 -0.9151
38 H 1.1599 -1.0852 0.0262
39 H -0.8223 1.2127 -1.6788
40 H -2.3966 0.5661 -1.3377
41 O -4.5565 0.1659 -1.4618
42 C -5.6282 1.0782 -1.2336
43 C -6.4720 1.0844 -2.4772
44 O -7.1111 -0.1532 -2.7849
45 H -4.9078 -0.6515 -1.8265
46 H -6.2876 0.7843 -0.3852
47 H -5.2113 2.0666 -1.0020
48 H -5.8840 1.2338 -3.3778
49 H -7.2584 1.8728 -2.3814
50 H -7.8163 -0.3293 -2.1369
51 O 5.4981 1.0331 -2.5490
52 C 4.3431 1.2981 -1.7750
53 C 4.0284 0.1372 -0.9509
54 O 5.2094 -0.3650 -0.3332
55 H 5.8438 1.8059 -2.9881
56 H 4.5485 2.2390 -1.2023
57 H 3.5482 1.5382 -2.4724
58 H 3.5473 -0.6383 -1.5644
59 H 3.3779 0.3213 -0.0832
60 H 5.9619 -0.0088 -0.8174
61 O -4.4510 1.3811 3.3642
62 C -3.3032 0.7168 2.7852
63 C -2.8381 1.5515 1.6098
64 O -2.7012 2.9235 1.9756
65 H -4.5913 1.0347 4.2554
66 H -2.5044 0.5924 3.5059
67 H -3.6007 -0.2554 2.4414
68 H -3.4893 1.5353 0.7283
69 H -1.8847 1.1600 1.2858
70 H -3.4831 3.0700 2.5359
71 O -0.1955 4.0641 0.1713
72 C 0.1465 4.5702 -1.0480
73 C 1.0668 3.5332 -1.7242
74 O 0.2794 2.5840 -2.4005
75 H -1.0094 4.5030 0.5192
76 H -0.7154 4.8459 -1.7107
77 H 0.6104 5.5702 -0.9131
78 H 1.7887 2.9730 -1.0849
79 H 1.7300 4.0297 -2.4476
80 H 0.8219 1.8578 -2.7488
81 O 2.1718 2.7834 2.7098
82 C 1.3030 1.7046 2.2097
83 C 0.4479 1.0289 3.2240
84 O -0.4150 2.0718 3.8175
85 H 1.7131 3.1421 3.5012
86 H 0.7026 2.1566 1.3978
87 H 1.9688 0.9676 1.7685
88 H 0.9990 0.5864 4.0645
89 H -0.1965 0.2899 2.7384
90 H -0.7764 2.6159 3.1227